# 1
C43H87N20O10S | ωB97M-V/def2-TZVPD

```
161
Properties=species:S:1:pos:R:3:forces:R:3:mulliken_charge:R:1
C 1.77214 1.98316 6.60666 0.54 0.88 -0.13 0.04
C 0.97030 2.22505 5.72929 -0.60 0.21 -1.15 -1.02
C 0.11752 2.55073 4.44839 1.04 -0.45 1.21 -0.07
C 0.64333 1.60696 3.26343 -0.31 -0.59 2.37 -0.29
C -0.33639 0.40985 2.76426 0.58 2.01 -0.08 -1.06
C -0.57546 0.75375 1.19046 -0.88 -1.37 1.32 1.81
C -1.99050 0.10012 0.86578 -0.21 -0.59 -0.44 0.34
C -1.82975 -1.32227 0.15429 0.19 -1.16 -0.82 -0.10
O -2.19958 -2.35950 0.68913 0.43 1.61 -0.14 -0.64
C -1.22719 -1.44656 -1.29317 0.87 1.11 -2.25 0.17
C -0.96461 -2.73265 -1.99166 0.59 2.32 -1.60 -0.73
C -0.43041 -2.68126 -3.39169 -0.16 1.88 0.69 -0.46
C -0.11507 -1.40063 -4.10376 -1.16 0.64 2.84 -0.37
C -0.36767 -0.10831 -3.40505 -0.80 -2.95 1.78 -0.55
C -0.93497 -0.18442 -2.03229 0.54 -1.31 -0.90 1.23
C -0.42997 2.32362 1.31324 -2.55 -1.51 -1.43 -0.98
C -0.78079 3.29298 0.11134 0.88 1.18 0.63 -0.28
C -2.10954 4.12936 0.43405 0.25 -1.15 -0.73 -1.33
C -3.44635 3.29735 0.28995 -0.66 0.17 0.79 -0.37
S -3.73708 2.72895 -1.47448 0.09 -0.32 0.26 -0.34
N 0.88901 2.43986 2.01563 -0.19 -0.74 0.65 0.73
C 2.11352 1.77970 1.44258 2.00 -0.09 -2.17 -1.63
C 2.28453 1.87046 -0.12707 0.78 -0.78 -0.33 0.61
C 3.12772 0.56298 -0.55758 0.36 0.91 0.17 -1.15
C 4.12953 0.82637 -1.75209 1.10 -0.56 0.70 0.05
C 5.17062 -0.40970 -1.75587 -0.48 -0.27 -0.41 -0.84
C 5.24526 -1.17148 -3.14308 0.45 -0.52 0.44 -0.94
C 3.86185 -1.72957 -3.67402 -0.02 0.14 0.05 0.01
C 3.14399 -2.75525 -2.69228 -0.44 0.38 -0.05 1.12
C 2.91992 -4.20333 -3.29393 0.12 0.31 -0.71 -0.75
C 4.21430 -4.86641 -3.93894 -0.62 -0.98 -0.35 -0.10
C 5.05792 -5.79570 -2.95083 0.12 -0.17 -0.38 -0.45
C 4.80348 -5.53590 -1.40898 0.22 0.37 -0.70 -0.27
N 5.78760 -6.20854 -0.52467 -1.17 0.90 -1.17 0.42
C 5.46412 -7.35724 0.21394 4.75 0.78 1.47 -0.11
C 6.72698 -7.61812 0.96532 -0.83 1.82 -1.76 -0.61
C 7.72931 -6.55299 0.57770 -2.48 0.02 -0.88 -0.54
C 7.06372 -5.64509 -0.39509 0.96 -3.85 3.28 -0.28
H 2.61955 2.01770 7.33395 -1.50 -0.42 -0.95 0.39
H 0.36717 3.63618 4.21403 -0.56 -1.23 0.25 0.28
H -0.98165 2.43059 4.65530 1.11 0.24 -0.20 0.45
H 1.56158 1.14536 3.74457 -0.65 0.86 -1.43 0.43
H -1.28065 0.67573 3.33993 0.88 -1.00 -0.93 0.43
H 0.05977 -0.60818 3.01744 -0.41 1.10 -0.24 -0.31
H 0.11690 0.20178 0.47632 -0.24 1.25 1.11 -0.63
H -2.54814 -0.12960 1.82780 0.50 0.41 -1.33 0.59
H -2.63319 0.71082 0.17122 0.70 -0.47 0.75 -0.80
H -1.16089 -3.71465 -1.49288 0.20 1.14 -0.55 0.46
H -0.21391 -3.62148 -3.98092 -0.38 1.12 1.07 0.44
H 0.30121 -1.35835 -5.14229 -0.44 -0.43 1.15 0.33
H -0.16425 0.90746 -3.83518 -0.23 -1.27 0.32 0.18
H -1.15814 0.78395 -1.51160 0.24 -1.06 -0.63 -0.21
H -1.24734 2.57624 2.07034 1.39 -0.15 -0.48 0.44
H 0.05002 4.07633 0.07163 -0.90 -0.97 -0.15 0.39
H -0.79719 2.81413 -0.90537 -0.09 0.30 1.15 -0.20
H -2.13575 4.99345 -0.29175 -0.03 -0.75 0.98 0.53
H -2.04411 4.48224 1.50291 -0.15 -0.03 -1.16 0.29
H -4.31824 3.97964 0.52993 1.03 -0.71 -0.17 0.39
H -3.53043 2.43898 1.03056 0.27 0.98 -1.03 0.46
H -4.11082 1.39226 -1.45380 0.38 1.06 0.54 0.20
H 0.99281 3.45672 2.14996 0.66 -0.58 0.42 0.87
H 2.21126 0.68216 1.71555 -0.88 1.44 -0.07 0.49
H 3.03135 2.26947 1.90601 -1.29 -0.41 -0.52 0.23
H 1.32955 1.81379 -0.72126 0.76 0.35 0.85 -0.25
H 2.87792 2.79463 -0.42023 -0.87 -1.06 0.44 0.64
H 2.42856 -0.30163 -0.78394 0.74 0.94 0.18 0.09
H 3.76732 0.24654 0.33254 -0.76 0.39 -1.05 0.34
H 3.64076 0.97472 -2.75443 0.39 -0.31 1.08 -0.08
H 4.77410 1.74237 -1.54924 -1.14 -0.86 -0.09 0.40
H 6.21444 -0.07497 -1.47203 -1.21 -0.21 -0.36 0.40
H 4.85629 -1.13753 -0.93726 0.38 0.81 -1.02 0.27
H 5.97413 -2.03985 -2.99704 -0.90 0.93 -0.21 0.35
H 5.71969 -0.48930 -3.90015 -0.65 -0.70 0.67 0.38
H 3.18779 -0.84056 -3.84330 0.72 -1.25 0.30 -0.36
H 4.03074 -2.17657 -4.70803 -0.24 0.47 1.30 0.56
H 3.69163 -2.74929 -1.70551 -0.56 -0.31 -1.00 0.24
H 2.11076 -2.31903 -2.48173 1.22 -0.61 -0.04 -1.13
H 2.42558 -4.91684 -2.55984 0.67 0.92 -0.73 0.25
H 2.16586 -4.08566 -4.14070 0.86 -0.07 0.94 0.20
H 4.88021 -4.11338 -4.46778 -0.88 -0.75 0.90 0.38
H 3.83449 -5.55824 -4.77822 0.66 1.08 1.12 -0.10
H 4.80522 -6.88107 -3.18271 0.38 1.24 0.40 0.10
H 6.14991 -5.65451 -3.22528 -1.18 -0.27 0.63 0.20
H 4.92719 -4.42176 -1.22547 -0.49 -1.33 -0.09 -0.16
H 3.77534 -5.91062 -1.14592 1.10 0.59 -0.09 0.27
H 4.47935 -7.88953 0.19776 1.26 0.98 -0.21 0.27
H 6.89259 -8.44695 1.70395 -0.18 1.06 -0.99 0.35
H 8.77206 -6.45999 0.99308 -1.43 -0.09 -0.64 0.34
H 7.49649 -4.73094 -0.88205 -1.10 -1.22 0.40 0.32
C -7.40351 3.70941 1.77790 -0.31 0.10 0.29 0.72
O -6.67677 4.66351 2.02228 0.25 -0.09 -0.13 -0.67
N -7.15278 2.84910 0.75121 0.49 -0.29 -0.49 -0.32
N -8.51233 3.42742 2.50172 0.05 0.27 0.25 -0.29
H -7.72958 2.05921 0.52796 -0.01 0.09 0.02 0.16
H -6.33573 3.03138 0.19384 -0.21 -0.05 -0.05 0.18
H -8.73087 4.04350 3.27171 -0.23 -0.20 0.04 0.20
H -9.11814 2.65009 2.31495 0.02 0.07 0.02 0.14
C 0.54821 -3.01252 4.96592 0.26 -0.03 0.10 0.75
O 1.68019 -2.68041 4.65417 -0.10 0.18 -0.09 -0.64
N 0.20406 -3.34291 6.23812 0.08 -0.01 0.46 -0.40
N -0.46764 -3.07881 4.06212 -0.29 0.20 -0.49 -0.31
H -0.72056 -3.61825 6.51349 0.06 -0.01 -0.04 0.16
H 0.92981 -3.30535 6.93370 -0.09 -0.03 -0.09 0.24
H -0.24700 -2.84129 3.11012 -0.10 -0.23 0.07 0.15
H -1.40681 -3.34734 4.29221 0.06 -0.02 -0.04 0.16
C -1.35466 5.59084 -4.21318 0.11 0.29 -0.23 0.62
O -0.80675 6.38050 -4.95869 -0.01 -0.11 0.06 -0.65
N -0.95314 4.29296 -4.09206 0.37 -0.59 0.01 -0.20
N -2.41656 5.92992 -3.43311 -0.31 0.36 0.31 -0.30
H -1.39332 3.62625 -3.48303 -0.10 0.07 -0.06 0.16
H -0.17038 4.00172 -4.65235 -0.09 0.09 0.07 0.07
H -2.74622 6.87861 -3.49123 0.03 -0.13 -0.02 0.20
H -2.87618 5.28976 -2.81442 -0.08 -0.07 -0.08 0.12
C 1.66318 -8.91839 -0.18303 0.04 -0.05 0.00 0.60
O 2.59252 -8.18016 -0.47522 -0.25 0.01 -0.11 -0.61
N 1.58868 -10.20468 -0.61219 0.19 -0.33 -0.32 -0.40
N 0.62541 -8.51499 0.59630 -0.27 0.42 0.24 -0.41
H 0.83566 -10.82713 -0.38404 0.05 0.05 0.02 0.16
H 2.34017 -10.53913 -1.19167 -0.08 0.02 0.10 0.23
H 0.64673 -7.56769 0.93358 0.02 -0.14 -0.01 0.22
H -0.14631 -9.10448 0.84809 0.08 0.00 -0.02 0.16
C -10.17177 4.78183 6.02768 0.10 -0.13 0.09 0.67
O -10.07850 4.29207 4.91085 0.03 0.06 -0.13 -0.71
N -11.23922 5.53138 6.40999 -0.41 0.06 -0.10 -0.60
N -9.21987 4.62056 6.98015 0.40 -0.20 0.11 -0.38
H -11.33728 5.94401 7.32248 -0.02 0.03 -0.01 0.18
H -11.96792 5.67149 5.72987 -0.09 -0.32 0.20 0.30
H -8.41382 4.07175 6.73456 -0.10 0.09 0.04 0.22
H -9.27885 5.01499 7.90130 -0.03 0.03 -0.07 0.18
C -11.33437 9.18806 6.43522 0.01 0.01 0.04 0.58
O -11.25862 8.85158 7.60811 -0.01 -0.12 -0.01 -0.66
N -11.49336 10.48276 6.05276 -0.04 0.52 0.18 -0.39
N -11.26600 8.29305 5.41582 -0.03 -0.40 -0.28 -0.32
H -11.55776 10.77869 5.09653 0.01 -0.06 0.05 0.16
H -11.54823 11.17301 6.78228 0.00 -0.08 -0.11 0.24
H -11.14758 7.32216 5.67060 0.22 0.45 -0.17 0.30
H -11.32550 8.54234 4.44556 0.03 0.08 0.08 0.17
C 2.13692 -7.45879 -6.47038 0.26 0.04 -0.06 0.72
O 3.25405 -7.10543 -6.80427 -0.08 0.02 0.04 -0.62
N 1.83335 -7.82165 -5.19323 0.09 -0.04 0.54 -0.33
N 1.09515 -7.52182 -7.34455 -0.29 0.09 -0.47 -0.41
H 0.92096 -8.11570 -4.89786 0.06 0.01 -0.04 0.16
H 2.57839 -7.78826 -4.51719 -0.10 -0.02 -0.06 0.16
H 1.28091 -7.26133 -8.29802 -0.02 -0.05 0.13 0.23
H 0.16873 -7.81012 -7.09013 0.08 -0.01 0.00 0.15
C 3.45026 1.17607 -5.96481 0.35 0.01 -0.01 0.45
O 3.99525 0.60798 -5.03111 -0.14 0.76 -0.55 -0.38
N 2.09769 1.31766 -6.04711 -0.62 -0.01 0.22 -0.34
N 4.14318 1.71424 -7.00040 0.35 0.08 -0.20 -0.47
H 1.62894 1.77983 -6.80475 0.06 -0.04 0.01 0.18
H 1.55085 0.93044 -5.29767 0.11 0.01 -0.12 0.16
H 5.14527 1.62914 -6.97489 -0.13 0.01 -0.02 0.25
H 3.71402 2.18419 -7.77622 0.01 -0.04 0.04 0.15
C 4.67818 4.94091 2.07854 0.24 0.10 -0.27 0.70
O 4.68606 4.14526 1.15032 -0.30 -0.13 0.18 -0.59
N 4.09406 4.66682 3.28090 -0.51 -0.26 0.25 -0.30
N 5.25118 6.16645 1.99297 0.15 0.26 -0.24 -0.44
H 4.07896 5.30742 4.05354 0.06 -0.05 -0.03 0.18
H 3.66015 3.76675 3.38650 0.23 0.08 0.15 0.20
H 5.69342 6.40601 1.12134 -0.03 -0.02 0.12 0.24
H 5.25714 6.83450 2.74173 0.02 -0.06 -0.03 0.15
```
Forces are in eV/Å.

Computed properties:
**2S+1**: 1
**Charge**: +1
**HOMO-LUMO gap**: 5.894 eV
**LUMO**: -2.487 eV
**Energy**: -3936.21290 a.u.


# 2
C4H6O2Rh | ωB97M-V/def2-TZVPD

```
13
Properties=species:S:1:pos:R:3:forces:R:3:nbo_charge:R:1
O -0.11746 -1.34822 -2.26213 0.32 1.04 1.59 -0.13
C 0.11431 -0.28674 -1.35855 0.14 -1.93 1.29 -0.14
C 0.28566 -0.87866 0.03697 -0.08 -0.35 0.18 -0.57
C 0.74161 0.09867 1.03713 -0.72 0.47 -0.25 0.18
C 0.47579 1.16315 1.74687 -1.19 0.92 0.89 -0.04
H -0.20286 -0.99783 -3.15230 -0.18 0.27 -1.54 0.54
H -0.73424 0.41846 -1.35789 -0.13 0.37 -0.75 0.32
H 1.02144 0.27603 -1.63449 0.08 0.36 -0.74 0.34
H 1.00680 -1.71100 -0.01444 -0.13 0.13 0.01 0.31
H -0.66820 -1.33136 0.36435 0.26 0.03 -0.12 0.27
H 1.15126 1.56291 2.51503 -0.28 0.10 -0.44 0.27
O -0.82087 1.93892 1.75475 4.58 -0.08 -1.47 -0.57
Rh -2.25324 1.09568 2.32470 -2.67 -1.32 1.35 1.21
```
Forces are in eV/Å.

Computed properties:
**2S+1**: 6
**⟨S²⟩**: 8.7869
**Charge**: +2
**ΔE to the lowest compared entry with this formula, charge and spin**: 1.863 eV
**HOMO-LUMO gap (spin up / spin down)**: 8.661 / 4.406 eV
**LUMO (spin up / spin down)**: -9.004 / -14.052 eV
**Energy**: -415.99212 a.u.